Here is an isolated molecule of C4H8O2 from the OMol25 dataset. Energies are from ωB97M-V/def2-TZVPD.

Atoms and positions in Å:
O  1.136  -0.292  0.036
C  1.403  -0.047  -1.648
C  -0.091  0.230  0.535
O  0.133  1.193  1.485
C  -1.224  -0.735  0.603
C  -1.243  0.446  -0.360
H  1.133  -1.255  0.128
H  2.429  -0.483  -1.617
H  1.598  1.032  -1.480
H  0.650  0.801  2.201
H  -1.841  -0.721  1.494
H  -1.080  -1.702  0.122
H  -1.142  0.244  -1.423
H  -1.862  1.290  -0.077

Computed properties:
Molar mass: 88.11 g mol⁻¹
Energy above the lowest of the compared OMol25 structures with the same formula, charge and spin: 5.871 eV
Lowest unoccupied orbital energy: 0.40 eV
HOMO: -7.64 eV

=====

Here is a structure of composition C24H20Cl3N6O7RhS from the OMol25 dataset. Energies are from ωB97M-V/def2-TZVPD.

Atoms and positions in Å:
Rh  -0.497  0.424  0.078
C  -1.967  -3.592  -1.067
C  -0.921  -2.668  -0.487
C  -0.591  -2.972  0.962
C  -0.905  -1.249  -0.937
C  0.239  -2.175  -1.362
C  1.623  -2.109  -0.719
C  2.858  -2.221  -1.644
C  2.620  -1.601  -3.030
C  1.290  -2.007  -3.605
C  0.256  -2.343  -2.838
H  -2.848  -3.607  -0.421
H  -1.582  -4.613  -1.133
H  -2.293  -3.284  -2.061
H  -1.519  -3.066  1.530
H  -0.013  -2.182  1.442
H  -0.042  -3.913  1.056
H  -1.597  -1.010  -1.735
H  1.714  -2.838  0.085
H  3.330  -3.199  -1.712
H  3.413  -1.941  -3.699
H  1.199  -2.062  -4.686
H  -0.671  -2.650  -3.313
Cl  -2.595  5.188  -1.704
C  -2.958  3.458  -1.830
Cl  -4.659  3.180  -1.381
Cl  -2.694  2.939  -3.493
C  -2.093  2.623  -0.864
N  -1.606  1.524  -1.146
O  -3.961  4.780  4.970
N  -3.795  3.640  5.360
O  -4.098  3.237  6.468
C  -3.044  2.728  4.492
C  -2.536  3.193  3.303
C  -1.805  2.333  2.507
C  -1.577  0.970  2.840
O  -1.004  0.093  2.094
C  -2.112  0.595  4.087
C  -2.819  1.422  4.907
N  -1.890  -0.811  4.474
O  -2.777  -1.602  4.219
O  -0.858  -1.067  5.059
N  -1.206  2.823  1.312
O  -0.086  2.422  0.938
O  -2.069  3.341  0.366
H  -2.705  4.220  3.006
H  -3.214  1.078  5.854
N  5.456  1.457  -2.944
C  5.244  0.593  -1.901
S  6.414  0.414  -0.712
C  4.027  -0.106  -1.829
C  3.587  -1.106  -0.832
C  2.187  -0.753  -0.213
N  1.485  0.350  -0.868
C  1.760  0.629  -2.075
C  2.887  -0.069  -2.820
H  6.381  1.833  -3.044
H  4.865  1.448  -3.755
H  4.322  -1.396  -0.093
H  2.181  -0.589  0.863
H  1.188  1.420  -2.560
H  3.080  0.445  -3.759

Computed properties:
Molar mass: 745.79 g mol⁻¹
2S+1: 5
Lowest unoccupied orbital energy (alpha / beta): -0.61 / -2.11 eV
HOMO (alpha / beta): -8.57 / -9.00 eV
<S²>: 6.04